[1]
Formula: C36H102AlB3N6O12
Source: OMol25
Level of theory: the ωB97M-V functional and the def2-TZVPD basis

```
160
Properties=species:S:1:pos:R:3:forces:R:3
H 10.972 0.312 9.980 3.76 2.86 0.45
H 5.870 0.668 12.376 0.42 -0.24 0.28
H 5.533 2.738 8.667 -2.96 -2.09 2.01
C 11.569 -2.867 4.122 0.79 -1.14 -1.14
H 5.533 -4.103 10.841 0.71 0.60 -0.38
H 18.299 -5.379 6.880 0.33 -0.64 -0.30
C 7.629 -5.859 10.071 -0.44 0.19 -0.33
C 12.500 0.663 7.122 -0.28 0.30 0.55
C 11.801 -3.567 11.364 0.68 -0.19 0.26
H 9.189 0.358 4.901 0.75 0.20 -0.90
N 2.908 -4.270 10.210 0.08 -2.15 1.06
O 17.286 1.265 10.430 -0.17 -0.81 0.66
H 7.733 -1.270 13.739 -0.03 0.02 -0.90
C 12.330 -3.142 7.703 -1.23 0.32 -0.07
H 10.534 -1.409 10.121 1.18 -3.20 0.38
H 13.005 3.648 9.165 -0.71 -0.53 0.85
H 13.213 -2.521 9.995 0.34 0.30 0.86
O 8.446 0.935 6.566 -2.14 -0.19 2.99
H 15.466 -4.051 7.889 -0.60 0.65 -0.86
H 6.365 0.487 6.086 -0.25 1.13 0.94
H 13.446 0.701 7.662 0.23 -0.02 -0.30
C 16.472 -3.659 8.036 -2.34 -0.30 0.16
C 12.034 -4.631 13.426 0.36 -0.75 -0.04
O 0.200 -4.858 10.546 -0.87 0.09 -0.50
H 8.231 -9.125 18.613 -0.17 -0.68 1.39
H 11.420 -5.508 13.218 -0.92 0.32 -0.47
C -0.989 -5.646 10.381 1.74 -0.26 -0.26
C 17.002 -0.093 10.811 -1.98 1.53 -0.45
H 12.151 -3.457 3.413 0.57 0.04 -0.02
H 5.876 -4.320 14.810 -0.35 0.34 -0.17
H 11.217 5.494 12.022 -1.28 -0.31 0.18
H 9.235 -5.714 17.906 -0.68 -0.59 0.37
H 6.925 3.803 8.880 2.73 2.45 3.89
Al 9.173 2.286 9.082 -1.44 -0.19 -1.91
C 2.453 -5.374 11.179 -0.27 1.69 -0.11
H 6.360 -2.224 12.869 0.61 0.00 -0.66
H 17.352 -2.732 9.676 0.16 0.28 0.41
H 17.883 -0.734 10.779 -0.07 -0.25 -0.69
H 10.615 -3.364 3.949 -0.62 0.41 0.82
H 5.091 -5.739 10.886 0.29 -0.51 0.55
O 11.743 1.862 7.448 -0.30 -1.05 0.71
O 9.486 -8.426 17.391 2.73 0.20 -2.35
H 6.633 -4.769 13.243 -0.15 0.80 -0.49
H 11.499 -3.828 13.932 -0.25 0.01 -0.11
H 11.147 -2.433 9.258 -0.51 0.20 -0.98
C 7.636 -5.485 14.912 0.79 0.21 0.22
H 10.074 -6.013 16.499 0.41 0.76 -0.75
H 9.315 3.693 6.745 1.88 -4.82 -0.74
C 12.433 4.131 8.374 1.33 -2.67 0.42
H 2.544 -6.301 10.613 -0.16 -0.46 0.46
H 11.600 -1.867 3.689 -0.30 0.41 0.60
H 3.121 -5.312 12.038 0.01 -0.49 0.02
N 8.062 -5.167 16.271 -0.25 0.19 0.32
B 10.169 -0.408 9.950 -0.68 1.83 0.23
H 5.400 1.771 11.144 0.09 0.55 -0.07
H 12.466 4.781 11.246 0.36 -0.52 -0.18
B 8.913 4.690 6.844 -0.40 0.74 0.38
H 9.737 5.386 6.815 3.52 2.63 -0.19
C 6.351 0.054 10.363 0.29 0.23 -0.82
H 9.470 -0.194 10.744 -2.81 0.84 3.19
N 15.848 -1.375 8.862 -0.70 -0.82 1.56
H 7.685 2.694 13.557 0.25 -0.07 -0.22
H 12.406 2.272 11.030 0.41 -0.13 0.10
N 11.109 4.569 8.746 0.59 0.53 0.57
H 12.611 0.521 6.047 0.25 0.48 -0.13
H 6.206 -1.080 7.777 -0.74 -0.47 0.88
O 10.866 3.527 11.073 -1.19 1.33 1.46
O 6.419 -5.433 9.413 1.97 0.09 -1.08
B 6.270 3.340 8.158 -0.39 -0.97 -0.26
H 8.380 -5.088 10.243 -0.39 0.68 0.04
C 15.636 -0.607 10.126 2.90 -0.40 0.11
C 11.681 2.634 11.759 1.16 -2.35 0.13
H 9.620 2.111 5.319 0.52 -0.53 0.76
C 12.421 3.060 7.211 0.00 2.33 -0.68
H 2.084 -4.216 9.628 0.04 0.47 -0.54
H 3.885 -5.546 8.639 -0.32 -0.80 0.57
O 7.507 -3.110 14.335 1.73 -4.48 0.50
N 11.628 -3.275 8.976 -0.26 0.32 -0.15
H 6.240 -1.657 14.471 -0.64 0.56 0.11
H 11.443 -2.639 11.810 -0.01 0.33 -0.12
H 9.697 -0.239 8.994 -2.20 0.19 -4.39
H 10.217 6.110 9.967 -0.19 -0.11 -0.89
H 15.631 -3.138 9.916 0.23 -0.04 0.17
H 12.678 -5.123 14.154 0.91 0.70 -0.14
O 12.185 -3.059 5.375 -1.42 0.48 0.14
C 0.981 -5.132 11.671 0.76 -0.04 0.26
C 6.966 -2.044 13.757 -1.94 2.55 0.50
C 9.247 -8.738 18.689 -1.40 0.76 1.05
H 7.808 -1.201 8.380 0.41 0.71 0.09
H 8.160 1.764 4.666 -0.88 -0.17 0.18
C 5.412 -4.966 10.187 -3.91 -0.62 0.99
H 8.533 -5.736 14.346 0.19 0.26 -0.76
H 17.633 -6.732 7.910 -0.25 0.03 -0.46
H 0.845 -4.363 12.432 0.73 1.07 -0.41
H 8.886 -7.865 15.624 0.32 0.64 -0.18
C 12.561 -3.391 10.078 0.14 -0.17 -1.26
H -1.740 -5.378 11.124 -0.26 0.00 -0.36
H 13.198 -4.246 9.852 0.05 -0.34 0.50
H 11.046 -1.748 6.568 -0.24 -0.04 -0.05
H 7.050 -0.731 10.652 0.26 0.16 -0.12
C 7.237 0.070 6.591 2.82 0.68 0.24
C 11.141 5.543 9.851 -0.70 0.28 0.02
H 16.759 -3.074 7.162 0.75 -0.43 -0.39
H 14.902 0.189 10.004 0.29 0.17 0.04
C 7.510 2.987 12.522 -0.49 -0.68 -2.27
O 7.446 1.838 11.581 0.00 0.48 0.82
H 8.265 3.574 12.000 0.52 0.09 0.97
H 15.364 -1.215 10.988 -1.02 -0.76 -0.78
H 12.000 -0.248 7.452 -0.43 0.53 0.43
H 16.600 -5.728 6.684 -0.13 -0.97 -0.14
H 8.459 4.755 7.820 -1.63 0.62 3.80
H 16.973 1.066 8.320 -0.65 -0.48 0.29
H 10.924 -4.193 11.202 -0.11 -0.22 -0.21
C 9.056 -6.053 16.886 0.88 0.27 -0.83
C 8.884 1.307 5.340 0.24 -0.06 -2.44
H -0.681 -6.688 10.467 -0.30 -0.31 0.46
H 5.877 4.076 7.474 -1.17 3.15 -2.20
H 0.561 -5.906 12.313 0.25 -1.20 -0.65
C 11.386 4.876 11.141 1.84 -1.66 0.29
C 4.048 -4.753 9.370 1.28 1.92 -0.06
H 7.390 -6.307 11.036 0.00 -0.33 -0.02
C 8.743 -7.509 16.644 -1.49 -0.84 0.99
H 11.933 3.573 6.381 -0.30 -0.06 -0.27
H 16.732 -0.040 11.865 0.25 0.33 0.14
H 11.974 6.243 9.790 -0.05 0.40 -0.62
H 7.673 -7.647 16.799 -0.51 -0.23 0.42
H 18.605 1.113 8.845 0.39 0.31 0.08
H 6.942 2.733 7.570 2.30 -2.73 -2.63
H -1.234 -5.567 9.322 -0.67 0.52 0.29
C 7.070 -0.472 8.045 -1.70 0.87 -1.89
O 12.701 -4.192 12.249 0.00 -0.50 1.41
H 10.820 5.106 7.942 -1.24 -0.24 -0.51
H 6.047 1.273 8.678 0.00 0.51 -0.32
H 9.276 -7.875 19.354 -0.32 0.43 0.12
O 17.134 -4.820 8.409 1.76 -0.68 0.76
H 16.432 -0.865 8.216 0.21 -0.15 0.15
H 8.147 -6.540 9.396 -0.40 -0.32 0.12
H 8.214 5.019 6.090 -2.81 0.40 -2.90
H 12.835 -4.105 7.630 -0.15 -0.14 -0.94
N 6.712 0.591 9.015 2.47 -1.81 1.14
C 16.362 -2.724 9.220 0.05 0.45 -0.38
H 11.180 1.732 12.110 -0.76 0.13 -0.45
C 6.804 -4.358 14.238 1.03 -0.91 1.53
C 11.343 -2.795 6.526 2.37 -1.42 0.72
H 8.426 -4.225 16.252 -0.01 0.14 0.13
H 7.415 -0.705 5.845 0.58 -0.88 0.47
H 7.079 -6.422 14.928 -0.49 0.18 -0.09
H 6.627 3.620 12.427 -0.41 -0.32 0.17
H 12.233 2.901 12.660 -0.21 1.23 -0.07
C 6.222 1.124 11.450 -0.16 0.32 -0.74
H 4.226 -3.911 8.702 0.20 0.25 -0.11
H 13.171 4.924 8.258 -0.34 0.66 -1.20
H 13.127 -2.402 7.633 0.26 0.41 0.51
H 5.385 -0.430 10.217 -0.33 -0.10 0.38
H 10.501 -3.481 6.625 -0.26 0.09 -0.49
H 10.019 -9.376 19.118 -0.26 -0.55 -0.57
H 17.474 2.555 8.947 0.67 0.10 -0.04
C 17.612 1.484 9.098 0.01 0.42 -0.60
H 13.437 2.906 6.845 0.23 -0.24 0.40
C 17.430 -5.798 7.387 -0.22 2.49 0.57
```
Positions in Å, forces in eV/Å.

maximum force: 0.104 Eh/bohr
highest occupied orbital energy: -8.43 eV
gap between HOMO and LUMO: 4.1 eV

[2]
Formula: C36H103BBrClN2O16P
Source: OMol25
Level of theory: the ωB97M-V functional and the def2-TZVPD basis

```
161
Properties=species:S:1:pos:R:3:forces:R:3
O -8.227 4.311 -0.040 -0.18 -0.02 0.26
O 6.787 -6.132 -1.585 0.06 -0.18 -0.10
H 5.352 -4.117 -2.039 0.05 -0.01 -0.01
C 2.664 -9.025 -9.101 -0.01 -0.05 -0.05
H -2.114 7.571 6.461 0.06 -0.01 -0.05
C -5.478 -0.026 -0.533 0.71 -0.69 0.27
H -0.402 -2.402 -3.112 0.02 -0.03 -0.01
C 6.440 -13.408 -6.105 -0.03 0.00 0.03
H 4.954 -1.689 -1.574 -0.02 -0.02 -0.11
O -5.886 -2.869 -3.757 -0.36 -0.08 0.10
O -3.069 -2.666 -3.327 -0.01 0.12 0.12
C -1.982 4.554 0.752 -0.42 -0.45 -0.08
H -5.006 -2.933 -3.363 0.18 -0.06 -0.12
H 4.295 5.073 0.697 -0.07 0.03 -0.07
H 5.673 -14.149 -5.878 -0.02 0.00 -0.04
H 3.071 6.388 7.491 0.09 -0.05 0.03
H 0.615 4.035 -3.021 0.19 -0.01 -0.07
C 1.216 2.147 -0.991 -0.15 -0.09 0.56
H 5.084 -12.022 -7.043 -0.02 0.05 0.00
H -0.386 9.643 2.268 0.09 0.10 -0.04
H -3.619 7.970 8.429 0.01 -0.01 0.01
C 4.837 -3.799 -1.137 -0.24 0.17 0.08
C -1.000 3.011 -2.012 0.53 -0.37 -0.84
H -7.509 -4.198 -1.101 0.00 -0.02 0.00
H 5.561 -3.780 -0.319 0.07 0.01 -0.05
H -7.227 -2.479 -1.428 -0.03 0.01 -0.05
H -1.912 -4.127 -4.108 -0.05 -0.02 0.02
H 3.228 6.341 2.296 0.01 0.07 0.09
H -6.363 -4.804 -3.234 -0.12 -0.07 0.03
H 7.330 -8.647 -2.371 -0.01 -0.02 -0.07
C -0.298 2.032 -1.050 -0.27 -0.50 0.16
H -1.021 5.424 3.805 -0.07 -0.30 0.18
H 1.957 -0.605 0.994 0.22 -0.19 -0.08
H -10.034 3.508 0.367 -0.02 -0.01 -0.02
C -2.919 8.733 8.087 0.05 0.13 -0.07
H -0.876 7.381 2.694 -0.12 -0.33 -0.23
H 3.460 -2.462 -2.122 -0.03 0.04 0.01
Cl 2.149 2.483 1.544 0.16 0.00 0.30
H 3.061 -8.065 -8.766 -0.03 0.00 0.06
N -1.681 5.326 3.041 0.33 0.38 0.10
O 1.227 5.925 6.679 -0.01 0.05 0.11
H -1.224 7.400 7.978 -0.11 -0.10 -0.03
O -0.924 2.115 0.201 0.13 0.49 0.00
C 1.902 1.377 0.147 -0.04 -0.11 -0.77
H -3.452 9.434 7.443 -0.03 -0.03 -0.02
H -0.489 1.027 -1.440 -0.13 -0.13 -0.10
H 1.543 3.177 -0.924 0.10 0.19 -0.10
H 1.307 7.139 9.110 0.06 0.02 0.01
H 3.604 -10.190 -7.543 -0.12 -0.07 0.00
C 0.377 8.879 2.466 -0.28 -0.14 0.14
H -0.055 8.755 4.575 -0.03 0.07 0.05
H 8.217 -5.794 -3.039 -0.02 -0.02 -0.10
H -7.303 4.159 0.212 0.20 0.09 -0.29
H -0.048 -2.604 -4.838 -0.02 0.00 -0.01
C 3.966 -9.728 -2.680 0.15 0.05 0.03
C -4.651 0.649 1.658 -0.32 -0.64 -0.20
H 3.563 -11.426 -1.415 0.01 -0.03 0.00
H -6.005 4.518 5.569 -0.08 -0.05 0.00
H 2.918 -9.509 -2.887 -0.01 0.00 0.02
H 0.948 6.848 6.687 -0.04 -0.01 -0.15
C -0.211 4.266 -2.353 -0.23 0.26 0.24
H -9.444 2.740 2.692 0.01 -0.02 0.00
C -0.800 -2.276 -4.119 -0.04 0.02 0.11
H -0.091 4.880 1.785 0.21 0.00 -0.17
C 0.797 8.953 3.926 0.10 -0.10 -0.12
H 8.836 -7.910 -1.830 0.05 0.03 -0.04
C 4.996 5.431 3.145 0.08 -0.01 -0.07
H -4.111 5.234 4.450 -0.03 0.05 -0.06
H -5.945 0.853 -0.972 -0.16 0.16 0.05
H -0.878 4.965 -2.851 -0.09 0.05 -0.14
H -7.648 5.740 4.122 0.02 0.01 0.01
H -3.753 0.878 2.213 0.09 0.20 0.13
H -2.562 -0.315 -1.477 -0.38 -0.16 -0.02
C -1.757 8.110 7.337 0.09 0.05 0.19
C -8.994 3.348 0.657 0.19 0.01 -0.03
H -9.129 4.476 2.490 -0.03 -0.01 -0.02
H -8.703 2.340 0.335 -0.08 -0.04 0.04
H 2.385 5.947 9.855 0.01 0.02 0.00
C 4.155 -11.184 -2.304 -0.09 0.18 0.25
H 3.836 -11.834 -3.112 0.02 -0.05 -0.02
H 4.661 7.380 2.272 0.01 0.01 -0.07
C -6.588 5.712 3.862 0.04 0.00 -0.06
C 2.197 5.762 7.703 -0.11 0.17 -0.02
H 0.174 4.769 -1.470 0.09 0.10 0.15
H -6.491 5.685 2.777 -0.02 -0.04 -0.02
H 0.693 -0.378 -0.229 0.09 -0.15 -0.30
H -6.122 6.636 4.213 -0.02 0.01 0.05
C -8.835 3.477 2.163 -0.02 0.03 0.00
H 7.437 -6.101 -0.876 -0.03 0.02 0.02
H 6.704 -6.547 -3.560 -0.04 0.04 0.01
H -6.177 -0.570 0.096 -0.30 -0.03 0.01
C 4.194 -2.436 -1.317 0.13 0.01 0.21
H 8.580 -8.218 -3.554 0.01 0.00 0.00
C 1.242 0.088 0.579 -0.42 0.33 0.81
H 2.617 -9.001 -10.189 -0.02 -0.03 -0.01
H -0.486 9.570 7.609 -0.03 0.03 0.00
H 1.194 9.940 4.177 -0.02 0.00 0.01
H 4.554 -9.489 -3.566 -0.05 -0.04 -0.06
O 3.487 -2.009 -0.155 0.10 -0.14 -0.16
N -4.306 0.296 0.285 0.24 1.15 0.49
H 2.897 1.135 -0.207 0.32 0.13 0.12
H -5.863 -3.544 -1.124 -0.01 -0.04 0.03
H -5.151 -0.700 -1.317 -0.22 -0.04 -0.34
O -0.834 9.087 6.853 -0.03 -0.09 0.04
H 5.227 -9.194 -8.852 0.04 -0.01 -0.01
H -1.092 2.459 -2.959 -0.17 0.00 -0.11
C -6.847 -3.486 -1.596 0.05 0.04 -0.01
C -2.088 -3.065 -4.278 0.07 0.13 -0.12
H -5.361 1.472 1.722 0.03 0.31 0.00
H -0.980 -1.210 -4.270 0.00 0.00 -0.05
C 4.314 6.354 2.151 -0.10 -0.26 -0.06
H -2.884 5.060 1.076 -0.22 -0.01 -0.06
H 7.165 -13.425 -5.288 0.04 0.02 -0.03
O 4.616 5.974 0.812 0.10 0.05 0.02
B -3.319 1.104 -0.391 -0.62 -0.35 -0.37
O 5.534 -11.492 -2.064 -0.05 -0.07 -0.18
P -2.522 2.801 0.153 2.11 0.46 0.53
H 6.077 5.446 2.998 0.00 0.05 0.01
H -2.487 -2.945 -5.292 0.02 -0.06 0.00
C 7.458 -6.538 -2.774 0.14 0.01 0.18
H 1.651 -9.131 -8.709 0.00 0.01 0.02
H 4.301 -9.074 -1.871 -0.08 0.01 0.02
C 8.091 -7.909 -2.630 -0.09 -0.04 0.07
C -1.082 4.483 1.970 -0.35 0.43 0.29
H 1.560 8.201 4.144 0.03 0.01 -0.05
C -6.737 -3.785 -3.080 0.27 0.13 -0.04
O -4.532 4.435 4.118 -0.04 -0.01 0.22
H -2.564 9.290 8.958 -0.01 -0.05 0.04
H -2.610 2.525 1.577 -0.45 -0.24 0.00
H 3.167 -11.120 -8.984 0.09 -0.04 -0.04
H 6.581 -11.282 -6.473 0.00 -0.04 -0.13
H 0.522 0.304 1.361 -0.29 0.07 -0.02
H 2.511 4.720 7.663 0.00 -0.01 -0.04
H 1.591 1.717 -1.918 0.12 0.08 -0.27
C -5.906 4.503 4.476 0.05 0.14 -0.05
H 5.767 -11.634 -4.326 -0.09 -0.01 0.09
H 4.117 -1.962 0.571 -0.02 0.01 0.03
H -7.790 3.330 2.447 -0.03 -0.05 -0.05
O 4.874 -10.033 -9.166 -0.09 -0.18 -0.03
H -3.245 -1.726 -3.465 0.01 0.08 0.09
Br -4.836 3.643 -0.047 -1.01 0.29 -0.07
H 4.080 -4.543 -0.886 0.00 -0.03 -0.04
H 5.841 -10.935 -1.343 0.02 0.01 -0.01
H 1.223 9.067 1.803 0.01 0.00 -0.01
H -2.516 4.864 3.377 0.07 -0.12 0.00
H -0.982 3.458 2.327 0.11 -0.22 -0.10
H -6.360 3.583 4.109 0.06 -0.03 0.02
C 3.554 -10.164 -8.637 0.14 0.37 0.08
C 5.817 -12.031 -6.240 0.12 -0.02 0.25
O 5.129 -11.648 -5.052 0.09 -0.02 -0.22
H 6.949 -13.701 -7.025 0.01 0.01 0.00
H 4.776 5.724 4.170 -0.05 0.00 0.09
H 4.659 4.403 2.997 -0.07 0.01 0.06
H 0.772 5.469 9.292 0.02 -0.03 0.01
O -0.128 7.602 2.120 0.33 0.27 0.03
O -2.920 0.567 -1.626 0.62 0.11 -0.34
H -5.125 -0.216 2.128 -0.02 -0.16 0.11
H -7.713 -3.708 -3.559 -0.02 -0.01 -0.04
H -1.578 5.163 -0.046 0.23 -0.02 -0.22
O -2.263 3.284 -1.531 -0.41 -0.17 0.44
C 1.637 6.097 9.074 -0.07 -0.04 -0.02
```
Positions in Å, forces in eV/Å.

maximum force: 0.043 Eh/bohr
highest occupied orbital energy: -4.28 eV
gap between HOMO and LUMO: 5.7 eV
net charge: -1

Q: Number 1 is which compound?
A: C36H102AlB3N6O12

Q: Which of these has the lowest highest occupied orbital energy?
A: C36H102AlB3N6O12

Q: maximum force of number 1 (C36H102AlB3N6O12)?
A: 0.104 Eh/bohr